(1)
ORCA calculation (ωB97M-V/def2-TZVPD) on a structure of composition C6H5BiN2O6 at a distorted geometry.

Element x y z (Å)
O -3.70275 -1.51888 -3.72038
C -2.96928 -1.17630 -2.87074
Bi -1.06313 -0.64539 -2.07884
O -0.02569 -1.19971 -5.16563
C -0.15440 -0.69634 -4.12532
C 1.28484 0.65286 -1.18152
O 2.26664 1.23463 -1.12012
C -2.65881 0.13085 1.64837
O -2.10550 1.04170 1.20197
C -1.53565 1.69654 -2.07340
O -1.77743 2.76879 -1.72578
H -3.09110 -0.43748 2.48895
N 1.84860 0.89472 2.73020
C 1.68220 -0.18729 1.88404
N 2.51268 -1.24676 2.14757
O 0.90025 -0.17976 0.90950
H 2.25092 0.72277 3.65262
H 1.12879 1.59812 2.65667
H 2.31786 -2.10723 1.65862
H 2.89097 -1.34585 3.08323

HOMO-LUMO gap (alpha / beta) (eV): 5.76 / 3.62
Relative energy (zero: lowest compared OMol25 entry of this formula, charge and spin) (kJ/mol): 268.44
Energy (Ha): -1006.33068
Charge: +2

***

(2)
ORCA calculation (ωB97M-V/def2-TZVPD) on an isolated molecule of C4H5NO2.

Element x y z (Å)
N -2.08338 -0.50500 -0.30060
C -1.04065 0.37298 -0.21585
O -1.18997 1.56053 -0.44996
C 0.23602 -0.13511 0.42976
C 1.17235 1.05948 0.70269
C 1.63483 0.08540 0.00333
O 2.65816 -0.51899 -0.59921
H -2.95569 -0.12024 -0.63397
H -1.92294 -1.49239 -0.40702
H 0.05134 -0.93715 1.15760
H 0.97574 2.09662 0.90076
H 2.46418 -1.46613 -0.58752

SMILES string: NC(=O)[C@@H]1C=C1O
HOMO-LUMO gap (eV): 9.47
Relative energy (zero: lowest compared OMol25 entry of this formula, charge and spin) (kJ/mol): 267.50
Energy (Ha): -360.56753
Charge: 0

***

- Which of these has the highest relative energy (zero: lowest compared OMol25 entry of this formula, charge and spin)?
  C6H5BiN2O6